C28H24F2N4S6Zr as an isolated structure at a distorted geometry, computed with ωB97M-V/def2-TZVPD.

For the calculated total energy, the calculation gives -3936.3041 a.u. For the orbital gap (alpha / beta), the calculation gives 6.087 / 6.083 eV. The calculation puts the energy above the lowest of the compared OMol25 structures with the same formula, charge and spin at 0.000 eV. As for the charge: 0. The HOMO energy (alpha / beta) is -6.9 / -6.9 eV. For the largest force on an atom, the calculation gives 0.0421 hartree/bohr.

Cartesian coordinates (Å):
C 0.209222 -2.806189 -1.578158
S 2.632658 -0.636087 -0.357998
C 0.047234 -1.462624 4.680026
H 1.583575 5.198122 -0.010452
H 4.273973 2.144755 -4.954348
H -5.496975 1.073967 -3.232869
H -0.047616 2.421645 4.117470
H -1.213458 -5.096319 1.163862
C 0.731916 -0.897054 3.603071
H -1.947382 -5.443132 -1.219451
C 2.255093 0.346655 -2.898433
N -2.007201 0.401046 -1.569265
C 4.793906 1.522081 -2.965797
H 1.647705 6.344942 1.384808
C -1.367379 -0.814031 1.394801
C -0.650506 0.765034 5.396004
H -3.072347 2.850535 0.502345
H -3.952145 -0.793373 -4.043271
N 0.323193 -2.436175 -0.267494
C -2.396102 2.199152 -0.049063
C 0.774116 2.823160 1.175442
C 1.026834 -2.094677 -2.623234
C 0.573222 -3.319864 2.098913
H -1.822948 -1.211391 -2.897929
C -0.012779 1.355320 4.313277
S 1.539869 4.149926 2.144614
S 1.406656 2.492490 -0.495434
H 1.941790 1.206231 -4.834472
S 1.633339 -1.844842 2.409281
S 0.592540 -0.280491 -2.786298
F -2.088333 0.165391 2.048569
C 2.642615 1.076375 -4.013995
C -4.155113 1.628400 -1.673486
H -0.898386 -4.003491 -3.013009
H 2.096383 -2.205995 -2.447256
C -4.547025 0.866930 -2.737385
H -0.253897 -3.374248 2.805515
S 1.580883 1.134558 2.053686
C 4.378519 0.878757 -1.817917
C -0.631916 -0.638375 5.566067
H -1.180969 -1.079055 6.393876
H -1.276767 -1.626195 2.138240
H -4.769479 2.428722 -1.267361
C 3.107771 0.261145 -1.764993
C -1.224744 -4.663240 -0.969256
H 1.233398 -4.173177 2.253797
F -2.193182 -1.352566 0.418389
C -0.673943 -3.841327 -1.949022
H -1.180740 1.379869 6.115776
C 3.929598 1.613888 -4.064593
Zr 0.066559 0.179580 -0.110008
H 5.785967 1.975517 -2.998376
N -1.150166 2.018951 0.344114
H 0.113957 -2.542010 4.849831
C -2.445439 -0.370807 -2.583351
N -0.622720 2.786501 1.317911
C -2.879896 1.376667 -1.111442
C -3.672951 -0.149431 -3.199055
C 1.187465 5.457241 0.976662
H 0.739898 -2.469233 -3.622908
C 0.683131 0.511231 3.432594
C -0.849192 -4.446973 0.364415
C 0.034794 -3.384261 0.664991
H 0.104731 5.623449 0.935956
H 5.009192 0.798403 -0.936922

Forces on atoms 1 to 2 (eV/Å):
-1.2234 -0.3280 0.5610
0.0060 0.2264 -0.1924

Atomic partial charges in e from the Löwdin method, atoms 1 to 2: number 1, C, carries -0.329; number 2, S, carries 0.535